C21H25N3O2 | ωB97M-V with the def2-TZVPD basis set

Structure (XYZ):
```
51
Properties=species:S:1:pos:R:3:forces:R:3
O -3.903935 -1.994934 0.319620 -0.29 -0.11 0.24
C -2.955037 -1.418914 -0.177117 0.38 -0.16 -0.38
N -2.866953 -0.093139 -0.332559 -0.03 0.64 -0.08
C -3.829754 0.821939 0.238536 -0.30 -0.10 0.00
C -3.704017 2.194490 -0.427592 0.04 -0.22 0.18
C -2.315819 2.744811 -0.240206 -0.08 0.13 -0.18
C -1.904330 3.197568 1.007778 0.03 -0.02 0.02
C -0.612330 3.648973 1.203217 0.01 0.00 0.13
C 0.287749 3.656679 0.150236 0.10 0.07 -0.08
C -0.114986 3.217267 -1.098179 0.11 0.05 0.00
C -1.407407 2.762660 -1.289912 -0.08 0.11 0.05
C -1.708990 -2.169465 -0.709181 -0.28 0.13 -0.23
C -1.950449 -3.679773 -0.749088 -0.03 -0.01 0.10
C -0.719356 -4.294799 -0.088295 0.04 0.11 0.00
C -0.296684 -3.221098 0.913062 0.11 -0.25 0.29
N -0.590632 -1.987281 0.216692 -0.08 -0.15 -0.20
C 0.103117 -0.822437 0.237447 -0.04 -0.21 0.30
O -0.152980 0.089005 -0.545311 0.20 0.27 -0.33
N 1.046033 -0.681886 1.210779 0.14 -0.14 0.25
C 1.909679 0.485125 1.234388 -0.03 0.06 -0.14
C 3.183362 0.254303 0.461924 -0.01 0.06 0.12
C 3.153706 0.275920 -0.927644 0.01 0.03 -0.03
C 4.302585 0.023820 -1.654908 -0.02 0.00 -0.06
C 5.492945 -0.250431 -1.001130 0.11 -0.03 -0.01
C 5.529338 -0.274043 0.382189 0.12 -0.05 0.00
C 4.377927 -0.026481 1.110305 -0.09 0.06 -0.01
H -1.964908 0.296217 -0.607877 -0.07 -0.27 0.03
H -4.827828 0.400100 0.091024 0.08 0.10 0.09
H -3.659433 0.918184 1.319113 -0.10 0.00 -0.07
H -4.439626 2.865164 0.021163 -0.02 -0.01 -0.05
H -3.926306 2.098440 -1.491349 -0.05 0.03 -0.01
H -2.602950 3.194739 1.833022 -0.08 0.00 0.09
H -0.304185 3.993365 2.180254 0.01 0.04 0.07
H 1.299184 4.005534 0.303763 0.07 0.04 0.00
H 0.582466 3.218543 -1.922555 0.07 -0.01 -0.08
H -1.711848 2.412800 -2.265740 -0.06 -0.06 -0.10
H -1.435046 -1.746655 -1.682101 -0.04 -0.07 0.11
H -2.848261 -3.890442 -0.163807 0.05 0.00 -0.10
H -2.103646 -4.040666 -1.763451 -0.04 0.01 -0.02
H 0.073797 -4.440727 -0.823551 0.06 -0.02 0.05
H -0.932338 -5.247299 0.391705 0.04 -0.04 0.01
H -0.890928 -3.291566 1.832860 0.11 -0.05 0.00
H 0.762907 -3.300151 1.164729 -0.05 0.02 0.02
H 1.363775 -1.489019 1.720048 -0.12 0.00 -0.05
H 1.336944 1.299279 0.781955 0.11 -0.07 0.19
H 2.126424 0.727071 2.278438 -0.01 0.05 -0.10
H 2.220135 0.490052 -1.426361 -0.12 0.03 -0.07
H 4.271983 0.043519 -2.734458 -0.01 0.01 -0.09
H 6.391155 -0.444103 -1.568963 0.07 -0.01 -0.04
H 6.455737 -0.486178 0.895984 0.07 -0.02 0.03
H 4.410008 -0.044059 2.191129 -0.01 0.01 0.11
```
Forces are in eV/Å.

Summary:
SMILES	O=C(NCCc1ccccc1)[C@@H]1CCCN1C(=O)NCc1ccccc1
LUMO energy	0.665	eV
ΔE to the lowest compared entry with this formula, charge and spin	0.272	eV

C21H25N3O3PdS2Se4 | ωB97M-V with the def2-TZVPD basis set

Structure (XYZ):
```
59
Properties=species:S:1:pos:R:3:forces:R:3
Pd -0.902665 -0.318339 1.564056 -0.12 -0.20 0.10
O 2.415629 -0.346802 6.304885 0.02 0.00 -0.03
S 3.396038 -0.493512 5.193570 -0.01 0.07 0.07
C 3.100007 0.874189 4.031724 -0.01 -0.06 0.03
C 4.158854 0.878185 2.922244 0.00 -0.01 -0.02
C 3.677426 0.324678 1.579067 -0.01 0.02 -0.03
C 2.706006 1.266861 0.874593 0.19 0.04 -0.02
S 1.519673 0.411608 -0.184587 -0.01 -0.04 -0.02
O 1.015138 -0.738048 0.641432 -0.08 -0.04 -0.01
C 2.689432 -0.395746 -1.273995 -0.05 0.00 -0.04
C 3.436961 0.348149 -2.177024 0.01 0.00 -0.06
C 4.301659 -0.309124 -3.036752 -0.04 -0.01 -0.04
C 4.390272 -1.697901 -3.003464 0.01 0.00 -0.02
C 3.606473 -2.427792 -2.122039 -0.02 0.04 0.01
C 2.738616 -1.780249 -1.249558 0.05 0.00 -0.05
C 2.877444 -1.805272 4.106297 0.04 -0.05 -0.05
C 3.849869 -2.681840 3.645511 -0.01 0.00 -0.01
C 3.500146 -3.649234 2.709416 0.01 0.01 0.02
C 2.189660 -3.734067 2.261115 -0.04 -0.01 -0.04
C 1.215407 -2.868324 2.749440 0.00 0.06 0.06
C 1.558014 -1.897462 3.677084 0.03 -0.02 0.03
H 3.148711 1.760019 4.665938 0.04 0.02 -0.01
H 2.074814 0.790093 3.659735 -0.03 0.03 0.02
H 5.022624 0.288572 3.251437 0.00 0.01 -0.01
H 4.533721 1.896342 2.782304 -0.02 0.01 -0.01
H 3.196019 -0.645361 1.728838 -0.05 0.04 0.02
H 4.541440 0.150823 0.933053 -0.02 -0.03 -0.02
H 3.206033 1.987886 0.221091 0.02 0.05 0.09
H 2.076254 1.819516 1.576184 -0.07 -0.05 0.00
H 3.319203 1.424416 -2.237547 0.00 0.00 0.01
H 4.879354 0.260251 -3.754327 0.02 0.00 0.00
H 5.056908 -2.209740 -3.688363 0.00 0.00 0.01
H 3.644570 -3.510200 -2.120561 0.01 0.00 0.00
H 2.065556 -2.330529 -0.598587 -0.03 -0.02 0.06
H 4.870139 -2.594135 4.003146 0.00 0.01 0.00
H 4.255599 -4.325350 2.325334 -0.01 0.00 0.00
H 1.896398 -4.447648 1.500528 0.01 -0.01 0.01
H 0.200842 -2.909487 2.364867 0.05 -0.08 0.01
H 0.814244 -1.193875 4.036055 -0.04 -0.01 -0.01
Se -0.592292 -3.606340 -0.422124 0.03 -0.02 -0.08
Se -2.060235 -2.411019 1.021053 0.02 0.11 -0.06
Se -2.570202 0.705968 2.889729 -0.20 -0.05 0.01
Se -0.638210 1.951457 2.588493 0.24 0.25 0.02
C 2.178222 -0.302718 -6.262587 0.03 0.01 -0.02
N 1.299833 -0.345562 -5.115483 -0.02 -0.15 0.00
C 0.866714 -1.540885 -4.613104 0.09 0.00 0.02
C 0.058841 -1.604724 -3.547989 -0.03 0.05 0.10
C -0.306670 -0.341756 -2.954929 -0.10 0.01 -0.01
N 0.077901 0.827002 -3.456296 0.07 -0.08 0.05
C 0.886688 0.872342 -4.542051 -0.06 0.20 -0.02
O 1.290639 1.914291 -5.060948 0.01 -0.10 0.02
N -1.071083 -0.353221 -1.859931 0.30 0.18 -0.22
H 2.715604 -1.248726 -6.334079 -0.01 0.00 0.00
H 2.882314 0.516614 -6.140930 0.01 -0.01 0.01
H 1.624389 -0.132231 -7.190292 0.00 0.02 0.01
H 1.239695 -2.425690 -5.114316 0.00 0.01 -0.01
H -0.255753 -2.527973 -3.076937 0.01 0.00 -0.02
H -1.190020 -1.225641 -1.337589 -0.10 0.05 0.08
H -1.192799 0.537172 -1.393695 -0.17 -0.25 0.09
```
Forces are in eV/Å.

Summary:
LUMO energy	4.049	eV
net charge	-2
ΔE to the lowest compared entry with this formula, charge and spin	0.007	eV

C21H25N3O4S | ωB97M-V with the def2-TZVPD basis set

Structure (XYZ):
```
54
Properties=species:S:1:pos:R:3:forces:R:3
C 0.815519 1.879215 -4.353632 0.01 -0.01 0.04
C -0.629682 1.907530 -3.965466 -0.07 0.04 -0.05
C -1.639776 1.590115 -4.859841 0.06 0.01 0.02
C -2.961208 1.612953 -4.451468 0.02 -0.05 0.07
C -3.313361 1.923237 -3.147053 -0.06 -0.04 -0.03
C -4.761979 1.972356 -2.757736 0.06 -0.01 -0.03
C -2.294270 2.212118 -2.229952 -0.03 0.08 -0.25
N -2.663023 2.518643 -0.892698 0.05 0.09 -0.06
C -3.047487 1.378240 -0.090216 0.18 -0.07 0.11
C -1.839814 0.468172 0.204675 -0.35 -0.54 0.02
N -0.644203 1.259214 0.386897 0.80 -0.14 -0.66
S 0.765635 0.682722 -0.260272 -0.14 -0.20 0.67
O 0.492290 -0.103336 -1.427217 -0.08 -0.16 0.16
O 1.686055 1.779490 -0.376899 -0.10 0.05 0.09
C 1.308534 -0.461441 1.018363 -0.09 0.15 -0.53
C 1.144222 -1.803131 0.724460 0.05 -0.41 0.08
C 1.500784 -2.772978 1.647114 -0.04 0.52 0.24
C 2.046151 -2.370745 2.872261 -0.22 -0.10 -0.44
C 2.193455 -1.021876 3.155192 -0.14 0.00 -0.28
C 1.821835 -0.042079 2.239901 0.15 -0.03 0.16
C 1.979457 1.402994 2.585240 0.06 0.12 0.05
N 2.468797 -3.353851 3.764584 0.24 0.37 0.21
C 2.213619 -4.676702 3.595608 -0.05 -0.10 -0.21
O 2.634427 -5.524443 4.345530 -0.07 -0.20 0.03
C 1.290308 -4.984796 2.422247 -0.24 -0.41 0.21
O 1.366953 -4.090398 1.330211 0.25 0.15 -0.15
C -0.800279 2.637119 0.778130 0.14 0.43 0.14
C -1.791844 3.398167 -0.140160 -0.04 0.12 0.16
C -0.974032 2.228607 -2.660092 -0.17 0.00 -0.08
H 1.261692 2.867154 -4.243952 0.08 0.04 -0.03
H 0.940215 1.549501 -5.382230 0.06 -0.01 -0.05
H 1.348453 1.198144 -3.691466 0.13 -0.04 -0.03
H -1.396850 1.330565 -5.880180 0.05 -0.01 -0.10
H -3.743123 1.388295 -5.163868 -0.09 0.00 -0.07
H -4.902233 2.636678 -1.908809 -0.08 0.03 0.06
H -5.131698 0.981512 -2.489651 -0.10 -0.04 0.07
H -5.359832 2.330728 -3.593333 -0.07 0.00 -0.02
H -3.468647 1.760432 0.845202 -0.07 -0.07 -0.04
H -3.812581 0.800108 -0.606135 -0.04 -0.02 0.12
H -1.652103 -0.192542 -0.644570 -0.24 -0.02 0.09
H -2.028167 -0.145448 1.098169 -0.07 -0.01 -0.12
H 0.757433 -2.087549 -0.239519 -0.06 -0.15 -0.11
H 2.619344 -0.731101 4.104585 0.05 0.07 0.11
H 2.270166 1.967316 1.704502 0.08 0.12 0.15
H 1.034416 1.804146 2.949913 -0.07 0.10 0.05
H 2.727422 1.531080 3.363804 0.01 0.03 0.06
H 3.019081 -3.078464 4.567943 -0.06 -0.17 -0.09
H 1.527675 -5.975754 2.029837 0.00 0.17 0.17
H 0.261636 -5.006628 2.819547 0.16 0.00 -0.05
H 0.190240 3.086520 0.729628 -0.13 0.17 0.17
H -1.153990 2.667931 1.817474 0.08 0.04 -0.09
H -2.431946 4.031652 0.488618 0.18 0.02 -0.02
H -1.263395 4.046167 -0.838250 -0.03 -0.01 0.06
H -0.177750 2.462974 -1.970727 0.03 0.11 0.02
```
Forces are in eV/Å.

Summary:
SMILES	Cc1ccc(C)c(N2CCN(S(=O)(=O)c3cc4c(cc3C)NC(=O)CO4)CC2)c1
LUMO energy	0.466	eV
ΔE to the lowest compared entry with this formula, charge and spin	1.984	eV

C21H26BBrClF19N2O4PS | ωB97M-V with the def2-TZVPD basis set

Structure (XYZ):
```
77
Properties=species:S:1:pos:R:3:forces:R:3
N 1.429220 -1.496050 1.890113 0.25 -0.89 -0.38
B 0.652146 -2.437175 1.069637 0.33 0.73 -0.04
O -0.681353 -2.270135 1.026078 -0.17 -0.31 -0.17
C 1.375323 -3.638311 0.301671 0.66 -0.40 0.93
C 2.024928 -4.483968 1.474320 -0.73 0.71 0.20
C 1.107993 -4.748242 2.680052 1.02 -1.37 0.24
C 1.510734 -6.104124 3.311451 -1.33 0.34 -0.35
S 0.867408 -6.255537 5.002460 0.50 -0.11 0.40
C 2.605687 -3.244169 -0.545389 -0.70 0.54 -1.50
C 2.421071 -2.178432 -1.646081 0.31 0.14 0.32
C 2.666893 -0.732922 -1.174722 1.11 0.88 -1.76
C 1.573695 0.153803 -1.699592 0.27 1.30 0.82
F 0.999319 -0.154577 -2.900783 -1.05 -1.10 0.92
C 1.108034 1.259491 -1.020348 -0.25 -0.95 -0.76
F -0.075615 1.318077 -0.427470 -0.31 1.03 -1.34
F 1.790610 2.386145 -0.900535 0.20 -0.72 1.65
N 2.814367 -4.499253 -1.321596 0.68 0.46 0.85
C 1.755671 -5.193400 -1.421104 -0.47 0.19 -0.14
C 0.610189 -4.577147 -0.666352 1.35 -0.16 -0.51
Br -0.284504 -6.165463 0.036780 -0.22 0.28 0.13
P -0.668077 -3.911134 -1.935110 -2.14 -0.77 -0.19
O -0.796878 -2.299524 -1.788181 0.95 -0.38 -0.26
Cl 0.327864 -4.192182 -3.771785 0.27 0.23 0.35
H 1.399405 -1.839092 2.848519 -0.23 0.55 0.21
H 2.414881 -1.501171 1.652715 0.06 0.09 0.18
H -0.896955 -1.392357 1.367499 -0.25 -0.06 0.16
H 2.851407 -3.881357 1.842729 0.18 0.00 0.04
H 2.471141 -5.407665 1.109732 -0.18 -0.16 -0.15
H 0.062383 -4.860471 2.416862 -0.18 0.49 -0.01
H 1.260905 -4.025675 3.474552 -0.26 0.46 -0.15
H 2.581864 -6.265499 3.268227 0.16 0.01 0.47
H 1.028797 -6.883190 2.726657 0.26 -0.23 -0.17
H -0.401957 -5.888254 4.769536 0.09 -0.02 -0.26
H 3.505019 -2.982828 0.003262 0.02 -0.32 0.36
H 3.157697 -2.396220 -2.416710 0.03 -0.01 -0.15
H 1.458891 -2.263341 -2.133042 -0.08 -0.09 0.12
H 2.778036 -0.629487 -0.104160 -0.27 0.03 0.12
H 3.616086 -0.405228 -1.617311 0.24 -0.25 0.22
H 3.738075 -4.664323 -1.702177 -0.22 -0.48 -0.37
H 1.690530 -6.115971 -1.975814 0.09 -0.06 -0.14
H -1.056112 -1.977909 -2.667878 -0.07 0.41 0.10
C -3.731374 0.813520 -1.461194 0.32 0.31 -0.01
C -4.655383 -0.072335 -2.333796 0.38 -0.18 0.62
C -6.129320 0.332908 -2.439888 -0.28 0.07 -0.38
F -6.742457 0.296434 -1.245445 0.14 -0.01 0.16
F -6.764508 -0.542328 -3.250863 0.14 -0.03 -0.05
F -4.553418 -1.353244 -1.914400 -0.06 -0.03 -0.07
F -4.149062 -0.025849 -3.599905 -0.06 0.17 -0.03
O -3.448884 0.354867 -0.142254 -0.52 -0.38 -0.06
C -4.284350 0.645775 0.919615 0.36 0.53 -0.51
C -4.869110 -0.624305 1.546425 -0.11 -0.26 0.20
F -5.599739 -1.308365 0.648577 0.01 0.06 -0.12
F -5.676298 -0.284898 2.571865 0.08 0.11 0.01
F -5.235537 1.522157 0.570014 -0.12 -0.11 0.06
F -3.521468 1.249394 1.859283 0.02 -0.14 0.14
H -2.756782 0.799362 -1.947900 -0.04 -0.16 -0.07
H -4.039764 1.858542 -1.472430 -0.29 -0.06 0.08
H -6.227961 1.335237 -2.866186 0.07 0.01 0.02
H -4.069713 -1.271852 1.914538 0.06 0.07 0.00
C 2.215453 5.892662 -0.678650 -0.08 -0.31 -0.52
C 3.086513 6.082218 0.580503 -0.06 0.61 -0.37
C 2.470000 5.718956 1.935460 0.15 -0.24 0.30
F 1.402927 6.481805 2.222939 -0.11 0.11 -0.17
F 3.387718 5.922982 2.907560 0.10 -0.03 -0.10
F 3.557327 7.343058 0.609367 -0.04 0.03 0.12
F 4.166737 5.260971 0.422407 -0.14 -0.27 0.09
O 1.576423 7.039769 -1.222889 0.05 0.24 0.68
C 0.338161 7.455104 -0.775929 0.27 -0.66 -0.38
C 0.395174 8.859353 -0.167569 -0.02 0.37 0.04
F 1.224469 8.886594 0.890852 0.05 -0.15 0.05
F -0.837904 9.210261 0.257743 -0.05 -0.10 -0.07
F -0.207225 6.558473 0.066751 -0.02 0.12 0.14
F -0.469054 7.509989 -1.857667 -0.07 0.15 0.01
H 2.912585 5.591509 -1.459639 0.10 0.12 0.05
H 1.523424 5.057493 -0.573667 -0.11 0.09 0.29
H 2.174108 4.665616 1.957332 0.00 0.00 -0.07
H 0.743476 9.582435 -0.907676 -0.03 -0.07 -0.08
```
Forces are in eV/Å.

Summary:
LUMO energy	-4.435	eV
net charge	+1

| no. | strongest force on any atom (eV/Å) | gap between HOMO and LUMO (eV) |
| --- | --- | --- |
| 1 | 0.641 | 9.487 |
| 2 | 0.412 | 4.417 |
| 3 | 1.047 | 8.416 |
| 4 | 2.281 | 6.736 |